one | Formula: C3H6O
Source: the OMol25 dataset
Level of theory: the ωB97M-V functional and the def2-TZVPD basis

Properties
M (g/mol): 58.08

Element x y z (Å)
C1 -0.11 -0.74 0.93
C2 0.04 -0.44 -0.52
C3 0.36 0.92 -0.84
O1 0.84 1.77 -0.06
H1 0.82 -1.11 1.42
H2 0.01 0.32 1.44
H3 -1.06 -1.17 1.40
H4 -0.42 -1.14 -1.20
H5 0.39 1.03 -1.95
H6 -0.86 0.57 -0.62

two | Formula: C3H6O
Source: the OMol25 dataset
Level of theory: the ωB97M-V functional and the def2-TZVPD basis

Properties
M (g/mol): 58.08

Element x y z (Å)
O1 -0.97 0.15 0.99
C1 0.20 0.70 0.54
C2 -1.13 -0.07 -1.59
C3 1.38 0.07 0.50
H1 -0.78 -0.72 1.37
H2 0.04 1.70 0.18
H3 -0.47 -0.97 -1.57
H4 -2.08 -0.47 -1.18
H5 2.24 0.57 0.08
H6 1.50 -0.95 0.85

three | Formula: C3H6O
Source: the OMol25 dataset
Level of theory: the ωB97M-V functional and the def2-TZVPD basis

Properties
Structure (SMILES): C=C.C=O
M (g/mol): 58.08

Element x y z (Å)
C1 1.67 1.04 1.41
C2 0.80 0.62 0.51
H1 2.59 0.48 1.66
H2 1.70 2.05 1.87
H3 -0.01 1.40 0.18
H4 0.91 -0.42 0.18
C3 -1.92 -1.28 -1.43
O1 -1.23 -1.54 -2.40
H5 -1.47 -0.77 -0.63
H6 -3.04 -1.59 -1.36

four | Formula: C3H6O
Source: the OMol25 dataset
Level of theory: the ωB97M-V functional and the def2-TZVPD basis

Properties
Structure (SMILES): C/C=C/O
M (g/mol): 58.08

Element x y z (Å)
C1 1.32 0.65 -0.09
C2 0.10 -0.16 -0.33
C3 -0.96 -0.14 0.48
O1 -2.09 -0.84 0.04
H1 1.69 0.45 0.91
H2 2.14 0.29 -0.72
H3 1.11 1.76 -0.25
H4 -0.19 -0.68 -1.26
H5 -1.25 0.43 1.37
H6 -1.87 -1.76 -0.14

Calculated relative energies: one 181.0; two 410.4; three 97.9; four 0.0, given in kJ/mol

one | Formula: C3H6O
Source: the OMol25 dataset
Level of theory: the ωB97M-V functional and the def2-TZVPD basis

Properties
Structure (SMILES): C=C(C)O
M (g/mol): 58.08

Element x y z (Å)
C1 0.73 -1.18 0.36
C2 -0.02 -0.14 0.04
C3 0.31 0.79 -1.07
O1 -1.04 0.26 0.81
H1 1.54 -1.57 -0.16
H2 0.89 -1.83 1.23
H3 1.31 0.69 -1.55
H4 -0.51 1.09 -1.67
H5 0.52 1.82 -0.60
H6 -1.49 0.99 0.34

two | Formula: C3H6O
Source: the OMol25 dataset
Level of theory: the ωB97M-V functional and the def2-TZVPD basis

Properties
Structure (SMILES): C/C=C/O
M (g/mol): 58.08

Element x y z (Å)
C1 -1.41 -0.11 -0.15
C2 0.00 0.36 -0.03
C3 1.06 -0.43 0.06
O1 2.34 -0.05 0.28
H1 -2.04 0.36 0.61
H2 -1.47 -1.19 -0.03
H3 -1.82 0.16 -1.13
H4 0.15 1.43 -0.19
H5 0.78 -1.42 0.45
H6 2.42 0.90 0.13

three | Formula: C3H6O
Source: the OMol25 dataset
Level of theory: the ωB97M-V functional and the def2-TZVPD basis

Properties
Structure (SMILES): C[C@H]1CO1
M (g/mol): 58.08

Element x y z (Å)
C1 0.70 0.51 -0.91
C2 0.23 -0.42 0.16
C3 -0.94 -0.20 0.99
O1 -0.98 -1.13 -0.10
H1 -0.10 1.19 -1.20
H2 0.95 -0.03 -1.82
H3 1.53 1.16 -0.59
H4 1.08 -1.06 0.53
H5 -1.57 0.67 0.96
H6 -0.91 -0.68 1.98

Calculated relative energies: one 48.7; two 0.0; three 32.2, given in kJ/mol

one | Formula: CH3NOS
Source: the OMol25 dataset
Level of theory: the ωB97M-V functional and the def2-TZVPD basis

Properties
Structure (SMILES): C#[N+][O-].S
M (g/mol): 77.11

Element x y z (Å)
C1 -1.68 -0.75 0.16
N1 -1.99 0.30 -0.17
O1 -2.34 1.44 -0.24
H1 -1.31 -1.79 0.36
S1 1.83 0.25 0.23
H2 2.85 1.00 0.28
H3 2.65 -0.44 -0.61

two | Formula: CH3NOS
Source: the OMol25 dataset
Level of theory: the ωB97M-V functional and the def2-TZVPD basis

Properties
M (g/mol): 77.11

Element x y z (Å)
C1 -1.03 -0.03 0.54
N1 -0.19 0.60 -0.10
O1 1.95 -0.16 1.29
S1 1.56 0.24 -0.03
H1 -2.30 -1.40 -1.23
H2 -1.97 -0.88 -0.43
H3 1.99 1.62 -0.04

three | Formula: CH3NOS
Source: the OMol25 dataset
Level of theory: the ωB97M-V functional and the def2-TZVPD basis

Properties
Structure (SMILES): C=N.O=S
M (g/mol): 77.11

Element x y z (Å)
C1 -1.19 -0.34 0.08
N1 -0.81 0.83 0.32
H1 -2.09 -0.87 0.48
H2 -0.72 -1.11 -0.65
H3 0.06 1.30 0.06
O1 2.01 0.71 -0.38
S1 2.74 -0.53 0.09

four | Formula: CH3NOS
Source: the OMol25 dataset
Level of theory: the ωB97M-V functional and the def2-TZVPD basis

Properties
Structure (SMILES): ONC=S
M (g/mol): 77.11

Element x y z (Å)
O1 -1.50 0.53 0.08
N1 -0.09 0.51 -0.09
C1 0.77 -0.47 0.07
S1 2.31 -0.29 -0.32
H1 -1.81 -0.59 0.29
H2 0.28 1.53 0.10
H3 0.04 -1.21 -0.13

Calculated relative energies: one 29.6; two 215.2; three 0.0; four 61.7, given in kJ/mol

one | Formula: C5H13N3
Source: the OMol25 dataset
Level of theory: the ωB97M-V functional and the def2-TZVPD basis

Properties
Structure (SMILES): C/C(N)=C(/N)[C@@H](C)N
M (g/mol): 115.18

Element x y z (Å)
C1 -1.72 -1.49 0.20
C2 -1.34 -0.04 0.11
N1 -2.45 0.84 -0.04
C3 -0.10 0.45 -0.11
N2 0.11 1.81 -0.45
C4 1.14 -0.33 0.25
C5 2.03 -0.59 -0.96
N3 1.93 0.26 1.32
H1 -0.94 -2.14 -0.15
H2 -1.95 -1.75 1.24
H3 -2.62 -1.67 -0.40
H4 -2.29 1.75 0.37
H5 -3.31 0.43 0.30
H6 -0.61 2.16 -1.06
H7 1.05 1.99 -0.77
H8 0.71 -1.28 0.69
H9 2.88 -1.21 -0.66
H10 2.43 0.35 -1.36
H11 1.47 -1.08 -1.75
H12 2.22 1.20 1.06
H13 1.37 0.34 2.16

two | Formula: C5H13N3
Source: the OMol25 dataset
Level of theory: the ωB97M-V functional and the def2-TZVPD basis

Properties
M (g/mol): 115.18

Element x y z (Å)
C1 -0.59 0.60 0.29
C2 0.12 -0.69 0.21
C3 -2.19 -0.70 0.47
N1 -0.72 1.34 -0.86
N2 -0.57 1.37 1.43
N3 0.10 -1.35 -1.08
C4 1.93 -0.05 0.23
C5 2.74 0.17 -0.80
H1 0.17 -1.26 1.13
H2 0.08 1.14 2.17
H3 -0.27 2.24 -0.89
H4 -0.57 0.77 -1.69
H5 -1.16 2.19 1.43
H6 -0.79 -1.79 -1.27
H7 0.86 -2.03 -1.10
H8 2.30 0.13 1.24
H9 -2.45 -0.55 1.52
H10 -2.28 -1.77 0.27
H11 -2.93 -0.22 -0.17
H12 3.79 0.45 -0.69
H13 2.42 0.02 -1.83

three | Formula: C5H13N3
Source: the OMol25 dataset
Level of theory: the ωB97M-V functional and the def2-TZVPD basis

Properties
Structure (SMILES): [H]/N=C/NC.C/C=C/N
M (g/mol): 115.18

Element x y z (Å)
H1 -3.31 0.24 2.61
N1 -3.30 0.73 1.72
C1 -2.10 1.05 1.41
N2 -1.81 1.72 0.27
C2 -0.48 1.97 -0.21
H2 -1.22 0.80 2.00
H3 -2.61 1.94 -0.31
H4 -0.54 2.63 -1.07
H5 0.14 2.47 0.54
H6 0.03 1.06 -0.53
C3 -0.15 -2.03 -0.95
C4 1.16 -1.31 -1.04
C5 2.07 -1.26 -0.07
N3 3.34 -0.66 -0.18
H7 -0.20 -2.61 -0.03
H8 -0.99 -1.33 -0.94
H9 -0.30 -2.70 -1.79
H10 1.35 -0.74 -1.95
H11 1.90 -1.78 0.86
H12 3.59 -0.12 0.64
H13 3.42 -0.09 -1.01

Calculated relative energies: one 0.0; two 374.2; three 61.7, given in kJ/mol

one | Formula: C2H3N2OP
Source: the OMol25 dataset
Level of theory: the ωB97M-V functional and the def2-TZVPD basis

Properties
M (g/mol): 102.03

Element x y z (Å)
C1 -1.25 -0.33 -1.37
C2 1.43 1.63 0.57
N1 -0.80 -1.30 -0.88
N2 -0.81 -2.36 -0.32
O1 1.84 1.98 -0.47
P1 1.11 1.22 2.15
H1 -1.04 0.29 -2.30
H2 -0.23 -2.48 0.51
H3 -0.26 1.36 2.11

two | Formula: C2H3N2OP
Source: the OMol25 dataset
Level of theory: the ωB97M-V functional and the def2-TZVPD basis

Properties
M (g/mol): 102.03

Element x y z (Å)
C1 -1.09 0.15 -0.01
C2 -0.86 1.48 0.06
N1 -0.17 -0.82 -0.20
N2 1.01 -0.33 -0.04
O1 1.87 -1.42 0.07
P1 1.65 1.17 -0.02
H1 -2.05 -0.29 -0.08
H2 -1.56 2.18 -0.01
H3 1.19 -2.12 0.23

three | Formula: C2H3N2OP
Source: the OMol25 dataset
Level of theory: the ωB97M-V functional and the def2-TZVPD basis

Properties
M (g/mol): 102.03

Element x y z (Å)
C1 1.16 0.86 -1.00
C2 -0.17 -0.05 0.45
N1 1.95 0.08 -0.43
N2 0.84 -0.69 0.71
O1 -0.09 0.91 -0.61
P1 -1.90 -0.40 0.67
H1 1.42 1.62 -1.77
H2 -1.66 -0.82 1.96
H3 -1.54 -1.52 0.02

Calculated relative energies: one 140.0; two 258.3; three 0.0, given in kJ/mol

one | Formula: C2H3N2OP
Source: the OMol25 dataset
Level of theory: the ωB97M-V functional and the def2-TZVPD basis

Properties
M (g/mol): 102.03

Element x y z (Å)
C1 0.73 -2.36 -0.31
C2 -0.01 -0.19 -0.49
N1 -0.09 -2.58 -1.28
N2 -0.81 -1.79 -1.77
O1 0.74 -1.02 0.07
P1 0.19 1.65 -0.41
H1 1.63 -2.80 0.06
H2 -0.25 1.94 1.07
H3 -1.22 1.99 -0.94

two | Formula: C2H3N2OP
Source: the OMol25 dataset
Level of theory: the ωB97M-V functional and the def2-TZVPD basis

Properties
M (g/mol): 102.03

Element x y z (Å)
C1 0.70 1.96 -0.60
C2 0.70 -1.26 -0.73
N1 2.42 0.24 -0.11
N2 1.64 -0.59 -0.20
O1 -0.32 1.25 -0.16
P1 -0.91 -0.28 -0.76
H1 0.89 2.95 -0.10
H2 0.66 -2.23 -0.37
H3 -1.14 -0.45 0.59

three | Formula: C2H3N2OP
Source: the OMol25 dataset
Level of theory: the ωB97M-V functional and the def2-TZVPD basis

Properties
M (g/mol): 102.03

Element x y z (Å)
C1 -0.37 0.36 0.20
C2 0.45 1.02 1.10
N1 1.14 -1.33 -0.66
N2 0.14 -0.71 -0.64
O1 -1.11 -1.01 -1.58
P1 2.05 0.72 1.64
H1 -1.31 0.84 -0.08
H2 0.02 2.03 1.48
H3 -1.02 -1.93 -1.46

Calculated relative energies: one 0.0; two 5.9; three 25.2, given in kJ/mol

one | Formula: C4H10N2O
Source: the OMol25 dataset
Level of theory: the ωB97M-V functional and the def2-TZVPD basis

Properties
M (g/mol): 102.14

Element x y z (Å)
C1 -0.04 -0.43 -0.70
C2 -0.72 0.64 1.42
C3 0.81 -1.50 -0.05
C4 0.87 1.38 -0.60
N1 -0.65 0.68 -0.04
N2 -1.91 -0.96 -0.57
O1 -2.65 -0.93 -1.49
H1 -0.05 -0.39 -1.78
H2 0.20 1.01 1.90
H3 -0.91 -0.33 1.87
H4 -1.53 1.30 1.73
H5 1.84 -1.16 0.11
H6 0.85 -2.38 -0.69
H7 0.41 -1.81 0.91
H8 1.15 1.90 0.32
H9 0.55 2.09 -1.35
H10 1.79 0.91 -0.96

two | Formula: C4H10N2O
Source: the OMol25 dataset
Level of theory: the ωB97M-V functional and the def2-TZVPD basis

Properties
M (g/mol): 102.14

Element x y z (Å)
C1 0.85 -1.02 -0.07
C2 -1.61 -1.22 -0.24
N1 -0.43 -0.64 0.32
N2 1.44 0.36 0.29
C3 0.07 1.12 0.10
C4 -0.24 2.12 0.97
O1 1.14 -1.26 -1.44
H1 0.42 -0.89 -1.97
H2 1.37 -1.82 0.47
H3 2.21 0.69 -0.29
H4 1.70 0.43 1.27
H5 -0.08 1.31 -0.96
H6 -1.81 -2.23 0.16
H7 -2.46 -0.59 0.04
H8 -1.62 -1.31 -1.34
H9 -0.86 2.94 0.65
H10 -0.10 2.00 2.04

Calculated relative energies: one 267.1; two 0.0, given in kJ/mol

one | Formula: C3HNO2
Source: the OMol25 dataset
Level of theory: the ωB97M-V functional and the def2-TZVPD basis

Properties
Structure (SMILES): O=C=C=O.C#N
M (g/mol): 83.05

Element x y z (Å)
O1 -2.35 -0.90 1.34
C1 -1.93 -1.55 0.46
C2 -1.37 -2.78 0.38
O2 -1.26 -3.73 -0.28
C3 1.04 -1.13 -0.04
N1 0.13 -0.40 -0.11
H1 1.72 -1.90 0.23

two | Formula: C3HNO2
Source: the OMol25 dataset
Level of theory: the ωB97M-V functional and the def2-TZVPD basis

Properties
Structure (SMILES): N#CC(=O)C=O
M (g/mol): 83.05

Element x y z (Å)
N1 2.59 -0.44 0.03
C1 1.48 -0.11 0.01
C2 0.14 0.51 0.00
O1 0.02 1.71 -0.03
C3 -1.11 -0.37 0.00
O2 -1.10 -1.56 -0.07
H1 -2.03 0.26 0.07

Calculated relative energies: one 229.4; two 0.0, given in kJ/mol